1.
3 unconnected molecules or ions with the total composition C4H16N2O2. Source: the OMol25 dataset; level of theory: ωB97M-V with the def2-TZVPD basis set.

Computed properties:
Gap between HOMO and LUMO ... 0.426 Ha
HOMO energy ... -17.925 eV

ORCA input file:
```
! wB97M-V def2-TZVPD RIJCOSX def2/J DEFGRID3
* xyz 2 1
O -1.2862 3.1792 3.7992
O 1.0383 -0.9993 -4.1891
N 0.7042 -1.8316 -1.7539
N -0.5781 1.0728 1.8068
C 1.6075 -1.1527 0.4478
C -1.1356 0.0172 0.8216
C -0.3635 0.0581 -0.5044
C 0.7823 -0.9234 -0.5636
H 0.3246 1.4259 1.3325
H 0.8305 -1.1928 -2.6681
H -1.2341 1.9289 1.7456
H 1.5037 -2.4086 -1.8934
H -0.0354 1.0153 -0.8092
H -1.2117 -0.8756 1.4799
H -2.0148 3.7313 3.8686
H -2.2667 0.2724 0.6080
H 0.7344 -1.6732 -4.7620
H -1.1306 2.8992 4.6572
H -0.4763 0.6759 2.7649
H -0.0761 -2.3752 -1.6918
H -1.1342 -0.1311 -1.3003
H 1.4084 -0.3498 -4.7641
H 2.4115 -1.9410 0.3669
H 1.5980 -0.4223 1.2009
*
```

Löwdin charges in e: number 1, O, carries 0.0144; number 2, O, carries 0.0310; number 3, N, carries 0.2283; number 4, N, carries 0.1589; number 5, C, carries 0.1358; number 6, C, carries -0.1263; number 7, C, carries -0.1334; number 8, C, carries -0.2714; number 9, H, carries 0.1867; number 10, H, carries 0.1400; number 11, H, carries 0.1814; number 12, H, carries 0.1568; number 13, H, carries 0.1201; number 14, H, carries 0.1458; number 15, H, carries 0.0262; number 16, H, carries 0.1733; number 17, H, carries 0.0771; number 18, H, carries 0.0208; number 19, H, carries 0.1761; number 20, H, carries 0.1297; number 21, H, carries 0.1500; number 22, H, carries 0.0898; number 23, H, carries 0.1294; number 24, H, carries 0.0593

---

2.
4 unconnected molecules or ions with the total composition C4H16N2O4. Source: the OMol25 dataset; level of theory: ωB97M-V with the def2-TZVPD basis set.

Computed properties:
Gap between HOMO and LUMO ... 0.375 Ha
HOMO energy ... -9.951 eV

ORCA input file:
```
! wB97M-V def2-TZVPD RIJCOSX def2/J DEFGRID3
* xyz 0 1
O -2.7058 -2.0309 -0.4512
O -2.3886 0.9784 0.3633
O -0.6326 -2.7454 -1.5942
O 1.5367 2.6581 -0.1833
N 0.2530 1.8058 -1.7601
N 0.3113 -1.4434 1.1657
C 1.4011 0.3190 -0.2163
C 1.6453 0.3036 2.2644
C 1.1017 1.6647 -0.7134
C 0.6478 -0.0037 1.1991
H 2.4862 0.2161 -0.2731
H 0.1159 -1.7444 2.1153
H 1.9342 1.4610 2.1805
H -0.2814 -1.8792 -1.2690
H 1.0790 0.2819 3.2215
H -0.4712 -3.2918 -0.7792
H -2.1924 -2.1480 -1.2469
H 2.5555 -0.3026 2.4887
H 1.0694 -0.4770 -0.9388
H 1.1298 -2.0382 0.8811
H -1.4433 0.8680 0.4307
H 0.2030 1.0486 -2.4407
H -0.2651 2.7137 -2.1137
H -2.2861 -2.5485 0.1747
H -0.2366 0.7010 1.4357
H -2.6007 0.0200 0.0151
*
```

Löwdin charges in e: number 1, O, carries -0.0400; number 2, O, carries -0.1027; number 3, O, carries -0.0863; number 4, O, carries 0.0602; number 5, N, carries 0.1384; number 6, N, carries 0.0211; number 7, C, carries -0.0745; number 8, C, carries -0.1131; number 9, C, carries -0.6177; number 10, C, carries -0.4089; number 11, H, carries 0.1302; number 12, H, carries 0.0772; number 13, H, carries 0.1292; number 14, H, carries 0.0288; number 15, H, carries 0.0760; number 16, H, carries 0.0765; number 17, H, carries -0.0059; number 18, H, carries 0.0898; number 19, H, carries 0.0970; number 20, H, carries 0.1047; number 21, H, carries -0.0539; number 22, H, carries 0.0944; number 23, H, carries 0.1805; number 24, H, carries -0.0142; number 25, H, carries 0.1485; number 26, H, carries 0.0646

---

3.
4 unconnected molecules or ions with the total composition C4H16N6O4. Source: the OMol25 dataset; level of theory: ωB97M-V with the def2-TZVPD basis set.

Computed properties:
Gap between HOMO and LUMO ... 0.363 Ha
HOMO energy ... -9.412 eV

ORCA input file:
```
! wB97M-V def2-TZVPD RIJCOSX def2/J DEFGRID3
* xyz 0 1
O -13.7083 -13.9367 3.5832
O -10.5002 -14.7684 6.8615
O -15.7789 -9.7440 1.4181
O -14.1554 -11.8225 6.1638
N -11.3197 -12.6913 7.2147
N -13.5081 -14.6973 5.7240
N -13.6480 -16.1841 3.9612
N -15.5848 -10.0593 6.0487
N -15.0913 -11.3301 4.1781
N -9.3076 -13.3359 8.1586
C -14.8291 -11.0644 5.4802
C -13.6750 -14.8644 4.3882
C -10.3881 -13.6669 7.3812
C -17.1427 -10.1096 1.3263
H -13.7423 -13.8203 6.1562
H -17.6599 -10.0919 2.2909
H -9.1670 -12.3556 8.3260
H -13.5617 -16.3137 2.9709
H -17.7100 -9.5023 0.6131
H -14.7467 -12.2162 3.8230
H -11.3833 -11.7835 7.6366
H -16.3933 -9.7393 5.5476
H -8.5226 -13.9584 8.1650
H -15.5429 -9.9067 7.0373
H -15.6903 -10.8055 3.5693
H -15.6955 -9.0946 2.1211
H -13.3770 -15.4848 6.3342
H -17.2266 -11.1299 0.9454
H -13.1629 -16.8048 4.5880
H -12.1351 -12.9345 6.6818
*
```

Löwdin charges in e: number 1, O, carries 0.0056; number 2, O, carries 0.0079; number 3, O, carries -0.1186; number 4, O, carries 0.0008; number 5, N, carries 0.1642; number 6, N, carries 0.1668; number 7, N, carries 0.1404; number 8, N, carries 0.1441; number 9, N, carries 0.1849; number 10, N, carries 0.1397; number 11, C, carries -0.6378; number 12, C, carries -0.6363; number 13, C, carries -0.6826; number 14, C, carries -0.1740; number 15, H, carries 0.0558; number 16, H, carries 0.0720; number 17, H, carries 0.0871; number 18, H, carries 0.0951; number 19, H, carries 0.0759; number 20, H, carries 0.0752; number 21, H, carries 0.0980; number 22, H, carries 0.0860; number 23, H, carries 0.0974; number 24, H, carries 0.0957; number 25, H, carries 0.0638; number 26, H, carries 0.0708; number 27, H, carries 0.1033; number 28, H, carries 0.0825; number 29, H, carries 0.0902; number 30, H, carries 0.0462

---

4.
3 unconnected molecules or ions with the total composition C4H16NO2. Source: the OMol25 dataset; level of theory: ωB97M-V with the def2-TZVPD basis set.

Computed properties:
Gap between HOMO and LUMO ... 0.443 Ha
HOMO energy ... -14.967 eV

ORCA input file:
```
! wB97M-V def2-TZVPD RIJCOSX def2/J DEFGRID3
* xyz 1 1
O -1.1205 -3.3508 -0.8958
O 1.0422 -1.9642 -1.1892
N 1.5226 0.7433 -1.0440
C -0.0859 1.4328 0.7504
C 0.1796 0.2863 1.7878
C 0.0050 1.1038 -0.8049
C -1.4657 1.9514 0.9370
H 0.9945 0.4428 2.4648
H 0.1603 -0.7038 1.2953
H -1.5189 2.5765 1.9711
H -1.7585 2.6861 0.0377
H -1.1334 -3.8823 -1.8143
H 0.6238 2.2638 0.9835
H 1.7021 -0.3523 -1.3878
H -0.7432 0.3199 2.4315
H -1.2684 -4.0037 -0.1849
H 0.1598 -2.4912 -1.1481
H -0.1743 2.0626 -1.3732
H 1.9801 0.5870 -0.1535
H 2.0432 1.4130 -1.5600
H -2.2573 1.1301 0.9390
H 1.7017 -2.5075 -0.8734
H -0.5888 0.2567 -1.1692
*
```

Löwdin charges in e: number 1, O, carries -0.0776; number 2, O, carries -0.0682; number 3, N, carries 0.1373; number 4, C, carries -0.4532; number 5, C, carries -0.0528; number 6, C, carries -0.0770; number 7, C, carries -0.1370; number 8, H, carries 0.0676; number 9, H, carries 0.0754; number 10, H, carries 0.1414; number 11, H, carries 0.1167; number 12, H, carries 0.1651; number 13, H, carries 0.1421; number 14, H, carries 0.1845; number 15, H, carries 0.0885; number 16, H, carries 0.0869; number 17, H, carries 0.0240; number 18, H, carries 0.1361; number 19, H, carries 0.1260; number 20, H, carries 0.1318; number 21, H, carries 0.1035; number 22, H, carries 0.0142; number 23, H, carries 0.1250

---

5.
5 unconnected molecules or ions with the total composition C4H16NO3. Source: the OMol25 dataset; level of theory: ωB97M-V with the def2-TZVPD basis set.

Computed properties:
Gap between HOMO and LUMO (alpha / beta) ... 0.303 / 0.157 Ha
HOMO energy (alpha / beta) ... -18.061 / -17.781 eV

ORCA input file:
```
! wB97M-V def2-TZVPD RIJCOSX def2/J DEFGRID3
* xyz 2 2
O 2.1147 -1.4134 -1.1904
O 3.2009 0.9560 -0.9842
O 1.5585 1.4477 1.2179
N 1.1832 -1.2828 1.3221
C -2.9672 0.2064 -0.0851
C -1.9368 -0.8635 0.1997
C -1.2100 0.4092 0.2533
C -3.1775 1.0019 -1.2046
H -3.2011 0.6056 -2.2106
H 2.1479 1.5198 0.4429
H 2.3943 -2.2821 -1.5001
H 3.9424 1.2507 -1.5260
H -2.1059 -1.4068 1.1193
H -3.6156 0.2735 0.7818
H 0.2065 -1.5523 1.2717
H 1.1491 2.3311 1.3030
H 1.7257 -1.4715 -0.2574
H 1.6450 -1.8257 2.0510
H 1.2492 -0.2681 1.4886
H -1.7263 -1.5047 -0.6463
H -0.8456 0.7913 -0.6943
H -1.1050 1.0224 1.1350
H 2.9259 0.0568 -1.2701
H -3.5523 1.9986 -1.0171
*
```

Löwdin charges in e: number 1, O, carries 0.0311; number 2, O, carries -0.0379; number 3, O, carries -0.0599; number 4, N, carries 0.3885; number 5, C, carries -0.1540; number 6, C, carries -0.1444; number 7, C, carries 0.0851; number 8, C, carries 0.2818; number 9, H, carries 0.1317; number 10, H, carries 0.0289; number 11, H, carries 0.1085; number 12, H, carries 0.0848; number 13, H, carries 0.1349; number 14, H, carries 0.1567; number 15, H, carries 0.0969; number 16, H, carries 0.0968; number 17, H, carries 0.0355; number 18, H, carries 0.1604; number 19, H, carries 0.0690; number 20, H, carries 0.1368; number 21, H, carries 0.1161; number 22, H, carries 0.1193; number 23, H, carries 0.0083; number 24, H, carries 0.1251

---

6.
4 unconnected molecules or ions with the total composition C4H16O4. Source: the OMol25 dataset; level of theory: ωB97M-V with the def2-TZVPD basis set.

Computed properties:
Gap between HOMO and LUMO ... 0.376 Ha
HOMO energy ... -10.087 eV

ORCA input file:
```
! wB97M-V def2-TZVPD RIJCOSX def2/J DEFGRID3
* xyz 0 1
O -0.7855 1.9063 3.2689
O 0.1466 0.1116 -1.6185
O 1.4468 -2.0972 1.0078
O -0.5154 -1.6742 -3.3928
C -1.7731 -0.3382 -0.1224
C 0.1762 0.9486 0.6134
C -0.6624 0.5850 -0.5686
C 1.6286 1.0581 0.3387
H -2.4933 -0.2580 -0.8276
H -0.5232 -1.9517 -2.4172
H -0.9073 -0.8251 -3.3420
H 0.0300 1.9917 3.7418
H -0.9300 1.0280 3.0475
H 0.8127 -0.4543 -1.2888
H 1.7238 1.7153 -0.5263
H -2.2244 -0.2498 0.8440
H 2.0819 -2.2538 1.8416
H -0.1712 1.9181 1.0058
H 2.0920 0.0210 0.0959
H -0.0599 0.0935 1.4103
H 2.2830 -1.7895 0.6658
H 2.1752 1.3711 1.2434
H -1.1214 1.4673 -1.0871
H -1.3237 -1.3168 -0.0966
*
```

Löwdin charges in e: number 1, O, carries -0.0213; number 2, O, carries -0.0545; number 3, O, carries -0.0989; number 4, O, carries -0.0815; number 5, C, carries -0.0321; number 6, C, carries -0.2610; number 7, C, carries -0.4497; number 8, C, carries -0.1055; number 9, H, carries 0.0441; number 10, H, carries 0.0612; number 11, H, carries -0.0066; number 12, H, carries 0.0370; number 13, H, carries -0.0201; number 14, H, carries 0.0505; number 15, H, carries 0.0910; number 16, H, carries 0.0803; number 17, H, carries 0.1269; number 18, H, carries 0.1119; number 19, H, carries 0.0745; number 20, H, carries 0.1286; number 21, H, carries -0.0041; number 22, H, carries 0.0852; number 23, H, carries 0.1604; number 24, H, carries 0.0837

---

Computed energy above the lowest of the compared OMol25 structures with the same formula, charge and spin (kJ/mol) in order:
194.6; 171.2; 0.0; 184.9; 441.0; 237.8
Computed DFT total energy (eV) in order:
-11465.341; -15576.706; -21540.788; -9985.465; -12016.949; -12595.372